[1]
The following is a DFT calculation (ωB97M-V/def2-TZVPD) of a structure of composition C75H70BrGeN3O2P2Y.

Structure (XYZ):
```
155
Properties=species:S:1:pos:R:3:forces:R:3:lowdin_charge:R:1
Y 1.129 -0.964 -0.363 1.007 1.145 0.570 1.35
C -5.108 -5.324 1.665 0.029 -0.015 -0.023 -0.10
C -4.904 -3.979 1.938 0.010 0.014 -0.011 -0.09
C -3.688 -3.389 1.627 0.063 0.030 -0.002 -0.12
C -2.660 -4.125 1.033 -0.062 0.274 0.154 -0.36
C -2.866 -5.480 0.791 0.013 0.011 -0.032 -0.08
C -4.084 -6.072 1.102 -0.029 -0.007 0.006 -0.09
P -1.161 -3.168 0.539 0.002 -0.492 -0.338 1.07
C -0.015 -4.578 0.251 -0.171 -0.042 0.119 -0.40
C 0.595 -5.122 1.380 0.018 -0.015 -0.048 -0.13
C 1.380 -6.263 1.279 0.017 0.011 -0.023 -0.10
C 1.582 -6.852 0.038 -0.010 -0.015 -0.008 -0.09
C 0.994 -6.303 -1.095 0.042 0.008 -0.022 -0.07
C 0.191 -5.176 -0.988 -0.035 0.000 0.009 -0.09
C -1.630 -2.554 -1.126 -0.002 0.244 0.306 -0.45
C -2.663 -3.085 -1.899 0.061 -0.004 -0.091 -0.10
C -3.020 -2.450 -3.081 -0.015 -0.040 0.029 -0.10
C -2.355 -1.291 -3.465 0.044 -0.010 -0.013 -0.09
C -1.321 -0.791 -2.683 -0.055 -0.007 0.016 -0.15
C -0.918 -1.385 -1.477 -0.760 -0.413 -0.465 -0.29
H -6.062 -5.787 1.887 0.019 -0.010 0.031 0.10
H -5.692 -3.390 2.393 0.012 0.014 -0.006 0.10
H -3.522 -2.337 1.835 -0.038 0.014 0.074 0.08
H -2.081 -6.076 0.343 0.016 0.004 0.000 0.10
H -4.238 -7.124 0.894 0.019 0.005 -0.004 0.10
H 0.438 -4.656 2.349 0.013 -0.005 -0.022 0.10
H 1.841 -6.687 2.163 -0.007 0.018 -0.006 0.10
H 2.195 -7.741 -0.049 0.019 0.037 0.003 0.10
H 1.168 -6.745 -2.068 -0.004 0.001 0.011 0.10
H -0.278 -4.756 -1.868 0.045 0.044 -0.025 0.10
H -3.185 -3.986 -1.595 -0.023 -0.001 0.047 0.10
H -3.813 -2.857 -3.697 -0.016 0.015 0.008 0.09
H -2.639 -0.780 -4.380 -0.016 0.018 0.023 0.10
H -0.827 0.116 -3.026 0.031 -0.020 -0.044 0.06
C 3.563 -2.081 2.204 -0.058 0.116 0.021 -0.10
N 3.467 -1.993 0.753 -0.173 -0.201 -0.194 -0.31
C 4.437 -1.031 0.228 -0.093 0.121 0.004 -0.08
C 3.713 -3.305 0.145 0.010 0.023 -0.102 -0.19
C 3.269 -3.367 -1.298 -0.024 -0.053 -0.030 -0.27
C 3.964 -4.197 -2.173 0.078 -0.059 0.001 -0.07
C 3.531 -4.357 -3.483 -0.059 0.019 0.037 -0.12
C 2.402 -3.667 -3.904 0.013 0.012 -0.026 -0.12
C 1.737 -2.822 -3.019 0.029 -0.142 -0.080 -0.15
C 2.131 -2.639 -1.684 0.322 -0.730 -0.627 -0.19
H 4.586 -2.323 2.533 0.010 -0.027 -0.022 0.09
H 2.888 -2.859 2.567 -0.008 0.018 0.010 0.08
H 3.254 -1.133 2.646 0.016 -0.007 0.007 0.05
H 5.466 -1.345 0.460 -0.003 -0.015 0.025 0.09
H 4.265 -0.045 0.657 -0.025 -0.009 0.009 0.07
H 4.329 -0.940 -0.852 0.014 0.016 -0.007 0.08
H 3.147 -4.047 0.711 -0.040 -0.040 0.079 0.10
H 4.779 -3.574 0.227 0.004 -0.001 0.076 0.12
H 4.848 -4.730 -1.828 -0.017 0.021 -0.019 0.10
H 4.072 -5.005 -4.164 -0.012 0.004 0.009 0.09
H 2.044 -3.781 -4.924 0.015 0.013 0.024 0.09
H 0.856 -2.305 -3.397 0.015 0.014 0.020 0.08
C 3.418 0.550 5.925 -0.160 -0.005 0.062 -0.06
C 2.217 0.673 6.833 0.051 -0.031 -0.086 -0.27
C 2.405 0.763 8.208 -0.025 0.025 -0.022 -0.06
C 1.329 0.866 9.077 0.010 0.014 -0.009 -0.10
C 0.042 0.874 8.568 -0.028 -0.021 0.051 -0.09
C -0.162 0.782 7.198 0.007 -0.030 -0.092 -0.10
C 0.909 0.684 6.311 0.126 -0.013 -0.108 -0.32
P 0.737 0.556 4.454 -0.146 0.236 0.201 1.15
C -1.098 0.445 4.320 0.084 -0.094 0.082 -0.33
C -1.904 1.501 3.901 0.011 -0.057 -0.006 -0.08
C -3.288 1.385 3.894 -0.005 0.039 -0.070 -0.09
C -3.883 0.207 4.313 -0.015 -0.018 -0.026 -0.09
C -3.088 -0.864 4.697 0.006 -0.030 -0.022 -0.06
C -1.700 -0.775 4.684 0.064 0.051 -0.006 -0.29
C -0.866 -1.969 5.077 -0.070 0.120 -0.038 -0.07
C 1.075 2.333 4.054 0.120 0.003 -0.227 -0.32
C 0.658 3.350 4.916 0.028 -0.024 -0.123 -0.09
C 0.959 4.679 4.668 -0.046 -0.015 0.094 -0.09
C 1.706 5.011 3.551 -0.003 0.071 -0.017 -0.09
C 2.122 4.017 2.682 -0.049 0.016 -0.043 -0.04
C 1.818 2.673 2.904 -0.124 -0.056 -0.019 -0.23
C 2.349 1.646 1.919 -0.148 -0.220 0.752 -0.19
H 4.335 0.810 6.454 -0.011 -0.017 0.018 0.08
H 3.326 1.205 5.058 0.077 0.003 -0.008 0.06
H 3.509 -0.475 5.557 0.022 0.033 -0.062 0.08
H 3.416 0.752 8.602 -0.008 0.017 -0.015 0.10
H 1.498 0.948 10.145 -0.002 -0.024 -0.016 0.10
H -0.809 0.955 9.235 0.011 0.004 -0.026 0.10
H -1.176 0.793 6.819 0.002 0.003 -0.050 0.10
H -1.452 2.427 3.573 0.032 0.026 0.014 0.10
H -3.894 2.219 3.564 0.008 -0.010 -0.018 0.10
H -4.962 0.117 4.325 0.006 -0.015 0.007 0.10
H -3.553 -1.790 5.019 0.021 -0.022 -0.063 0.11
H -1.471 -2.875 5.104 -0.008 0.021 -0.005 0.08
H -0.414 -1.825 6.063 0.025 -0.037 -0.015 0.07
H -0.057 -2.108 4.358 0.020 -0.061 0.022 0.06
H 0.081 3.100 5.796 -0.012 -0.046 0.047 0.10
H 0.611 5.447 5.348 0.020 -0.007 0.000 0.10
H 1.960 6.047 3.355 -0.004 -0.025 -0.029 0.10
H 2.701 4.286 1.805 -0.018 -0.043 0.000 0.11
H 3.275 1.235 2.339 -0.009 -0.062 -0.040 0.09
H 2.631 2.153 0.992 0.132 0.018 -0.005 0.10
O 4.056 1.636 -1.777 -0.100 -0.039 0.000 0.03
C 2.833 1.630 -1.802 -0.130 0.347 0.027 -0.65
O 2.077 0.598 -1.653 -0.130 -0.548 0.439 -0.21
C 2.086 2.972 -1.975 -0.175 -0.268 -0.032 -0.15
C 0.573 2.835 -2.220 0.170 -0.059 -0.158 -0.25
Ge 0.115 2.913 -4.130 -0.166 0.189 -0.002 1.03
C 1.203 1.795 -5.315 -0.018 0.102 0.168 -0.25
C 1.716 0.580 -4.858 0.053 -0.010 -0.039 -0.08
C 2.549 -0.186 -5.663 -0.008 -0.003 -0.019 -0.06
C 2.872 0.248 -6.941 -0.034 0.016 0.011 -0.09
C 2.342 1.439 -7.421 0.001 -0.012 -0.030 -0.10
C 1.514 2.206 -6.613 -0.068 -0.014 0.024 -0.13
C 0.371 4.815 -4.596 0.063 -0.118 0.022 -0.25
C -0.596 5.727 -4.168 -0.003 -0.028 -0.038 -0.11
C -0.418 7.093 -4.333 0.000 0.005 0.004 -0.10
C 0.738 7.575 -4.936 -0.006 -0.026 0.005 -0.11
C 1.707 6.683 -5.371 0.007 0.017 -0.004 -0.10
C 1.527 5.315 -5.196 -0.018 -0.018 0.043 -0.11
C -1.806 2.588 -4.404 0.098 0.002 0.116 -0.27
C -2.365 2.664 -5.680 0.030 -0.017 0.020 -0.11
C -3.730 2.508 -5.869 0.009 -0.003 -0.009 -0.10
C -4.559 2.277 -4.777 0.036 0.006 0.015 -0.10
C -4.016 2.188 -3.503 -0.065 -0.011 -0.041 -0.08
C -2.647 2.342 -3.320 0.093 -0.018 -0.063 -0.12
H 2.593 3.527 -2.767 0.057 0.036 0.037 0.10
H 2.273 3.528 -1.051 0.003 0.015 -0.003 0.10
H 0.019 3.652 -1.749 -0.004 0.027 -0.053 0.06
H 0.226 1.910 -1.763 -0.096 0.014 -0.001 0.04
H 1.491 0.233 -3.858 0.028 -0.009 0.021 0.07
H 2.950 -1.116 -5.277 0.002 0.003 0.008 0.10
H 3.539 -0.337 -7.562 -0.023 -0.018 -0.001 0.10
H 2.581 1.774 -8.423 -0.003 0.004 0.010 0.09
H 1.106 3.135 -6.997 0.051 0.004 -0.003 0.09
H -1.502 5.359 -3.694 0.006 0.027 -0.011 0.10
H -1.178 7.783 -3.984 0.008 -0.004 -0.014 0.10
H 0.885 8.641 -5.058 -0.013 -0.009 -0.014 0.09
H 2.612 7.053 -5.839 -0.005 -0.014 0.014 0.10
H 2.302 4.631 -5.522 0.001 0.031 0.000 0.09
H -1.721 2.845 -6.535 -0.046 0.006 -0.013 0.10
H -4.150 2.568 -6.866 0.005 0.000 0.010 0.10
H -5.627 2.162 -4.920 0.013 -0.014 -0.010 0.10
H -4.659 1.995 -2.653 0.050 -0.015 -0.043 0.08
H -2.222 2.252 -2.325 -0.036 0.025 -0.008 0.07
N 0.223 0.846 1.097 0.314 -0.301 -0.201 -0.02
C 1.416 0.520 1.472 0.089 0.870 -0.077 -0.40
H -0.030 1.837 1.177 -0.268 0.004 0.181 0.05
Br -2.989 4.362 -0.091 -0.023 0.016 -0.003 0.70
C -3.605 2.557 0.024 0.046 -0.095 0.053 -0.78
C -4.966 2.309 -0.057 -0.039 -0.021 0.067 -0.14
C -5.360 0.982 0.014 -0.035 0.122 0.014 -0.07
C -4.402 -0.005 0.173 0.025 -0.115 0.008 -0.05
C -3.069 0.368 0.266 -0.012 0.139 0.004 -0.12
N -2.679 1.644 0.176 -0.007 0.052 0.083 0.06
H -5.672 3.118 -0.178 -0.001 -0.009 -0.005 0.10
H -6.411 0.728 -0.056 0.011 -0.012 -0.008 0.11
H -4.678 -1.051 0.220 0.034 0.024 -0.012 0.09
H -2.276 -0.357 0.410 -0.011 0.103 -0.008 0.07
```
Forces are in eV/Å.

* LUMO energy: 0.079 hartree
* energy: -8586.82942 hartree
* frontier orbital gap: 7.4 eV
* total charge: -1


[2]
The following is a DFT calculation (ωB97M-V/def2-TZVPD) of a cluster of 2 separate species, C2H8N6 in total.

Structure (XYZ):
```
16
Properties=species:S:1:pos:R:3:forces:R:3:lowdin_charge:R:1
C 0.504 1.355 1.499 3.822 3.401 3.934 0.01
C -0.017 0.109 -0.288 -0.230 -1.764 -2.141 -0.05
N 1.165 2.078 2.174 -2.159 -2.010 -2.882 0.42
N 0.073 0.236 1.067 -0.489 -1.544 0.328 -0.09
N -0.569 0.677 -1.189 -0.319 1.018 2.674 0.05
N 0.576 -1.771 -0.890 -2.327 2.388 0.624 0.22
N -0.516 -0.698 1.953 0.937 -0.086 -1.809 0.20
N -0.762 0.921 -2.399 1.630 -2.790 -3.607 0.16
H 1.536 2.981 2.424 -0.139 0.407 0.345 0.17
H 1.226 -1.713 -1.649 1.113 -0.545 0.121 0.10
H 0.611 -2.461 -0.160 1.120 -0.422 0.215 0.11
H -1.476 -0.632 1.759 -1.701 -0.263 0.868 0.11
H -0.130 -0.793 2.882 0.055 0.358 0.011 0.15
H -0.334 -1.929 -1.308 -0.186 -0.247 -0.269 0.10
H -0.376 0.189 -3.067 -0.612 1.364 0.803 0.18
H -1.509 1.452 -2.808 -0.515 0.735 0.783 0.16
```
Forces are in eV/Å.

* LUMO energy: -0.335 hartree
* energy: -408.69160 hartree
* frontier orbital gap: 9.4 eV
* relative energy (zero: lowest compared OMol25 entry of this formula, charge and spin): 413.0 kJ/mol
* total charge: +2